Molecular formula: C33H37NO2P
Method: DFT, ωB97M-V/def2-TZVPD

The geometry in XYZ format:
```
74
Properties=species:S:1:pos:R:3
C 3.954 1.798 -2.247
C 3.493 0.652 -1.324
C 2.338 -0.106 -2.001
C 4.669 -0.315 -1.102
C 3.019 1.190 0.029
C 2.543 0.262 1.031
O 2.515 -0.955 0.803
C 2.101 0.784 2.306
C 1.597 -0.187 3.379
C 1.169 0.567 4.654
C 2.718 -1.178 3.735
C 0.391 -0.966 2.827
C 2.146 2.140 2.518
C 2.602 3.014 1.546
C 3.031 2.531 0.322
H 4.779 2.349 -1.797
H 4.295 1.423 -3.211
H 3.141 2.498 -2.432
H 2.033 -0.956 -1.391
H 1.471 0.540 -2.129
H 2.633 -0.483 -2.980
H 4.353 -1.163 -0.495
H 5.047 -0.701 -2.049
H 5.489 0.180 -0.583
H 0.369 1.274 4.437
H 0.808 -0.117 5.420
H 2.006 1.123 5.075
H 3.002 -1.759 2.858
H 3.605 -0.654 4.090
H 2.397 -1.873 4.511
H 0.684 -1.552 1.957
H -0.011 -1.651 3.574
H -0.404 -0.287 2.521
H 1.820 2.543 3.459
H 2.624 4.073 1.744
H 3.381 3.234 -0.412
C -3.895 -3.264 2.053
C -2.810 -2.513 1.648
C -2.253 -2.729 0.401
C -2.793 -3.688 -0.420
P -2.049 -3.966 -2.020
C -2.134 -2.414 -2.908
C -0.949 -1.794 -3.223
C -0.970 -0.563 -3.852
C -2.182 0.030 -4.147
C -3.369 -0.600 -3.821
C -3.344 -1.833 -3.195
N -0.431 -4.315 -1.751
C -0.191 -5.299 -0.994
C 1.166 -5.667 -0.616
C 1.413 -6.712 0.269
C 2.703 -7.027 0.628
C 3.762 -6.306 0.106
C 3.532 -5.268 -0.776
C 2.242 -4.952 -1.133
O -2.785 -5.090 -2.775
C -3.871 -4.440 -0.029
C -4.428 -4.227 1.218
H -4.329 -3.094 3.024
H -2.403 -1.758 2.298
H -1.400 -2.160 0.063
H -0.022 -2.279 -2.960
H -0.046 -0.077 -4.120
H -2.202 0.988 -4.638
H -4.312 -0.136 -4.060
H -4.256 -2.339 -2.918
H -1.025 -5.863 -0.590
H 0.582 -7.267 0.670
H 2.889 -7.833 1.319
H 4.771 -6.548 0.394
H 4.359 -4.705 -1.182
H 2.040 -4.146 -1.818
H -4.262 -5.187 -0.704
H -5.277 -4.809 1.536
```

Results
E, eV: -49698.33922
F_max, eV/A: 4.30
2S+1: 1
Charge: -1
HOMO level, Ha: -0.1083
Frontier orbital gap, eV: 4.8
Lowest unoccupied orbital energy, eV: 1.87

***

Molecular formula: C33H37NOPdTe
Method: DFT, ωB97M-V/def2-TZVPD

The geometry in XYZ format:
```
74
Properties=species:S:1:pos:R:3
Pd 1.561 -0.877 0.337
C -1.578 -1.942 4.081
C -1.361 -1.253 2.730
C -2.676 -0.741 2.160
C -0.606 -2.163 1.782
C -1.185 -2.824 0.706
C -0.403 -3.539 -0.208
C 0.977 -3.616 -0.070
C 1.842 -4.308 -1.089
C 1.567 -3.033 1.069
C 0.780 -2.308 1.983
H -2.044 -1.258 4.793
H -0.633 -2.284 4.508
H -2.229 -2.813 3.968
H -0.715 -0.382 2.876
H -3.399 -1.548 2.017
H -2.506 -0.240 1.207
H -3.119 -0.017 2.846
H -2.249 -2.734 0.529
H -0.875 -3.997 -1.070
H 1.310 -4.437 -2.032
H 2.157 -5.297 -0.744
H 2.741 -3.720 -1.285
H 2.623 -3.190 1.263
H 1.242 -1.864 2.858
C 7.623 -0.053 -6.023
C 6.750 0.015 -4.799
C 7.260 0.412 -3.571
C 6.465 0.461 -2.428
C 7.113 0.894 -1.135
C 5.106 0.124 -2.507
Te 3.857 0.331 -0.712
N 2.248 0.861 1.185
C 1.351 1.801 1.263
O 0.093 1.657 1.155
C 1.893 3.217 1.378
C 3.229 3.465 1.682
C 3.714 4.763 1.724
C 2.871 5.833 1.449
C 1.540 5.593 1.141
C 1.054 4.294 1.113
C 2.904 2.006 -1.606
C 3.706 3.136 -1.729
C 3.210 4.326 -2.236
C 1.885 4.388 -2.634
C 1.086 3.264 -2.517
C 1.563 2.057 -2.001
C 0.594 0.923 -1.868
C 4.592 -0.299 -3.741
C 3.147 -0.688 -3.886
C 5.413 -0.347 -4.862
H 8.530 0.537 -5.890
H 7.097 0.322 -6.902
H 7.922 -1.082 -6.236
H 8.307 0.690 -3.495
H 8.198 0.911 -1.243
H 6.858 0.231 -0.310
H 6.784 1.894 -0.841
H 3.877 2.620 1.874
H 4.756 4.942 1.966
H 3.254 6.847 1.471
H 0.878 6.424 0.921
H 0.020 4.072 0.880
H 4.738 3.091 -1.400
H 3.852 5.196 -2.300
H 1.469 5.309 -3.025
H 0.046 3.318 -2.819
H -0.301 1.146 -2.453
H 0.265 0.819 -0.828
H 0.997 -0.029 -2.220
H 2.835 -1.356 -3.081
H 2.968 -1.178 -4.845
H 2.512 0.199 -3.838
H 4.993 -0.672 -5.810
```

Results
E, eV: -49132.76203
F_max, eV/A: 0.48
2S+1: 2
Charge: -1
HOMO level (alpha / beta), Ha: -0.1173 / -0.1386
Frontier orbital gap (alpha / beta), eV: 5.7 / 6.3
Lowest unoccupied orbital energy (alpha / beta), eV: 2.54 / 2.54

***

Molecular formula: C33H38AlO18
Method: DFT, ωB97M-V/def2-TZVPD

The geometry in XYZ format:
```
90
Properties=species:S:1:pos:R:3
C -0.486 -2.529 -1.228
C -1.718 -1.632 -1.300
O -1.317 -0.255 -1.121
C -2.798 -2.005 -0.295
Al -4.408 -0.749 -0.234
O -4.538 0.082 1.340
C -3.816 -0.329 2.452
C -2.370 0.202 2.428
C -2.342 1.676 2.841
C -1.406 -0.683 3.232
C 0.043 -0.194 3.126
C -1.810 -0.845 4.704
H -0.724 -3.535 -1.588
H 0.349 -2.150 -1.835
H -0.141 -2.618 -0.190
H -2.141 -1.722 -2.313
H -0.365 -0.231 -1.033
H -3.181 -2.999 -0.578
H -2.299 -2.135 0.681
H -5.752 -1.645 -0.514
H -4.258 0.365 -1.407
H -4.313 0.046 3.364
H -3.787 -1.431 2.556
H -2.048 0.164 1.379
H -2.594 1.819 3.898
H -1.368 2.138 2.652
H -3.083 2.221 2.249
H -1.448 -1.684 2.779
H 0.753 -1.003 3.326
H 0.249 0.609 3.845
H 0.258 0.194 2.124
H -2.665 -1.517 4.812
H -0.985 -1.258 5.295
H -2.083 0.116 5.151
C 3.230 3.282 4.509
C 1.897 3.283 4.677
C 0.966 4.110 3.803
O -0.217 4.016 4.063
C 1.532 4.918 2.748
C 2.863 4.912 2.577
C 3.788 4.090 3.457
O 4.979 4.175 3.204
O 3.485 5.610 1.643
O 1.260 2.590 5.596
H 3.899 2.698 5.124
H 0.863 5.493 2.125
H 4.443 5.422 1.695
H 0.305 2.759 5.450
C -0.230 -6.413 -0.249
C 1.091 -6.241 -0.410
C 1.966 -7.250 -1.128
O 3.150 -6.976 -1.216
C 1.358 -8.453 -1.649
C 0.039 -8.628 -1.480
C -0.841 -7.610 -0.769
O -2.022 -7.899 -0.694
O -0.638 -9.681 -1.904
O 1.752 -5.191 0.040
H -0.852 -5.686 0.256
H 1.986 -9.172 -2.155
H -1.568 -9.511 -1.645
H 2.685 -5.307 -0.224
C 7.402 2.055 -0.513
C 6.986 3.029 0.315
C 6.445 4.351 -0.206
O 6.101 5.170 0.631
C 6.367 4.565 -1.631
C 6.780 3.587 -2.451
C 7.325 2.267 -1.935
O 7.667 1.465 -2.788
O 6.763 3.660 -3.769
O 7.020 2.923 1.626
H 7.788 1.112 -0.153
H 5.975 5.506 -1.989
H 7.109 2.800 -4.086
H 6.609 3.716 2.027
C -4.022 1.270 -4.145
C -4.753 2.388 -3.997
C -5.700 2.893 -5.070
O -6.313 3.919 -4.824
C -5.822 2.155 -6.308
C -5.088 1.044 -6.454
C -4.142 0.537 -5.374
O -3.542 -0.488 -5.661
O -5.093 0.270 -7.528
O -4.725 3.161 -2.928
H -3.374 0.889 -3.366
H -6.496 2.522 -7.068
H -4.465 -0.453 -7.308
H -5.375 3.870 -3.087
```

Results
E, eV: -78289.97449
F_max, eV/A: 0.24
2S+1: 1
Charge: -1
HOMO level, Ha: -0.1721
Frontier orbital gap, eV: 4.4
Lowest unoccupied orbital energy, eV: -0.33

***

Molecular formula: C33H38BN9O2PtS3
Method: DFT, ωB97M-V/def2-TZVPD

The geometry in XYZ format:
```
87
Properties=species:S:1:pos:R:3
Pt -0.068 -0.728 -0.818
C 3.797 -1.064 0.779
C 2.678 -0.305 0.497
N 1.710 -1.114 0.030
N 2.197 -2.365 -0.020
C 3.451 -2.363 0.437
B 1.280 -3.562 -0.382
N 0.793 -3.353 -1.840
C 0.680 -4.179 -2.886
C -0.213 -3.631 -3.797
C -0.629 -2.444 -3.229
N -0.014 -2.284 -2.049
N -0.021 -3.388 0.461
C -0.761 -4.253 1.158
C -1.844 -3.583 1.705
C -1.718 -2.275 1.279
N -0.605 -2.162 0.534
N 1.992 -4.835 -0.130
C 2.218 -5.479 1.063
C 3.080 -6.503 0.819
C 3.366 -6.405 -0.562
N 2.734 -5.398 -1.130
H 4.731 -0.723 1.192
H 2.508 0.746 0.652
H 4.018 -3.280 0.493
H 1.239 -5.099 -2.902
H -0.537 -4.056 -4.733
H -1.390 -1.758 -3.557
H -0.488 -5.296 1.209
H -2.614 -3.991 2.338
H -2.356 -1.435 1.487
H 1.760 -5.161 1.986
H 3.492 -7.200 1.531
H 4.016 -7.029 -1.157
C 2.099 -0.340 -5.396
C 3.123 0.048 -4.330
S 2.555 -0.026 -2.603
C 2.334 1.696 -2.112
C 1.128 2.346 -2.754
S -0.427 1.506 -2.314
C -1.187 1.383 -3.970
C -0.602 0.429 -5.010
S 0.923 0.968 -5.846
H 1.544 -1.232 -5.105
H 2.640 -0.575 -6.312
H 3.527 1.045 -4.511
H 3.952 -0.661 -4.356
H 3.249 2.243 -2.339
H 2.210 1.677 -1.032
H 1.215 2.327 -3.836
H 1.012 3.379 -2.419
H -1.183 2.411 -4.338
H -2.221 1.110 -3.749
H -1.353 0.301 -5.790
H -0.394 -0.536 -4.573
C 0.921 4.740 5.764
C -0.163 4.716 4.723
C -0.853 5.898 4.407
C -1.892 5.935 3.461
C -2.249 4.795 2.810
C -1.559 3.581 3.106
N -1.830 2.452 2.392
C -3.054 2.094 1.807
C -4.239 2.603 2.328
C -5.464 2.255 1.778
C -5.534 1.363 0.719
C -4.368 0.810 0.222
C -3.121 1.158 0.745
C -1.963 0.519 0.133
O -2.096 -0.304 -0.846
O -0.739 0.694 0.520
C -0.521 3.536 4.093
C 0.110 2.241 4.520
H 1.171 5.760 6.045
H 1.827 4.252 5.406
H 0.606 4.211 6.667
H -0.570 6.814 4.911
H -2.379 6.872 3.230
H -2.986 4.816 2.021
H -1.047 1.850 2.174
H -4.205 3.236 3.204
H -6.371 2.670 2.198
H -6.491 1.076 0.305
H -4.413 0.088 -0.582
H -0.279 1.370 3.998
H -0.067 2.082 5.585
H 1.194 2.273 4.391
```

Results
E, eV: -88748.70441
F_max, eV/A: 2.93
2S+1: 2
Charge: +3
HOMO level (alpha / beta), Ha: -0.5666 / -0.5666
Frontier orbital gap (alpha / beta), eV: 5.5 / 4.8
Lowest unoccupied orbital energy (alpha / beta), eV: -9.95 / -10.58
Energy relative to the best compared isomer or geometry (same formula, charge and spin), eV: 1.702

***

Molecular formula: C33H38Cl2N8O4
Method: DFT, ωB97M-V/def2-TZVPD

The geometry in XYZ format:
```
85
Properties=species:S:1:pos:R:3
N 2.793 5.405 -1.416
C 3.990 4.828 -1.636
C 4.255 3.516 -1.248
C 3.292 2.821 -0.531
C 2.083 3.461 -0.194
C 1.833 4.735 -0.644
H 4.653 5.377 -2.289
H 5.241 3.128 -1.455
H 3.426 1.883 -0.012
H 1.366 2.919 0.405
H 0.894 5.235 -0.458
N -6.271 2.900 2.420
C -4.949 2.796 2.120
C -4.353 1.635 1.657
C -5.161 0.534 1.321
C -6.516 0.604 1.606
C -7.020 1.810 2.155
H -4.262 3.570 2.431
H -3.287 1.592 1.486
H -4.762 -0.373 0.892
H -7.258 -0.169 1.475
H -8.086 1.867 2.316
N 1.204 -0.174 -0.178
C 0.551 0.067 0.949
C -0.868 -0.037 1.076
C -1.664 -0.382 -0.031
C -0.961 -0.600 -1.222
C 0.437 -0.493 -1.219
H 1.201 0.393 1.748
H -1.309 0.095 2.054
H -2.737 -0.511 -0.022
H -1.462 -0.870 -2.139
H 0.984 -0.530 -2.149
N 3.973 -3.993 -1.543
C 3.067 -3.237 -0.870
C 3.388 -2.769 0.429
C 4.638 -3.048 0.967
C 5.511 -3.852 0.278
C 5.101 -4.363 -0.929
H 2.107 -3.109 -1.349
H 2.681 -2.171 0.984
H 4.929 -2.659 1.932
H 6.470 -4.141 0.681
H 5.699 -5.041 -1.521
N 5.099 -0.054 3.082
C 6.089 0.878 3.221
C 5.784 2.215 3.096
C 4.513 2.569 2.808
C 3.485 1.617 2.816
C 3.803 0.271 2.922
H 7.116 0.544 3.244
H 6.504 3.018 3.147
H 4.290 3.621 2.712
H 2.464 1.882 2.584
H 3.149 -0.573 2.755
N -5.569 -0.212 -5.842
C -5.007 -0.508 -4.660
C -3.950 -1.369 -4.486
C -3.504 -2.107 -5.602
C -4.048 -1.795 -6.873
C -5.051 -0.820 -6.946
H -5.368 0.086 -3.834
H -3.591 -1.385 -3.467
H -2.666 -2.748 -5.368
H -3.624 -2.264 -7.748
H -5.446 -0.404 -7.861
C -0.127 1.081 6.163
N 0.439 0.934 4.806
O 0.265 1.819 3.983
O 1.040 -0.133 4.527
H -0.085 2.107 6.527
H 0.474 0.570 6.916
H -1.131 0.660 6.108
C -3.395 -3.539 1.300
N -2.967 -3.055 2.634
O -2.717 -1.905 2.808
O -2.798 -3.793 3.575
H -4.480 -3.626 1.360
H -2.901 -4.501 1.165
H -2.947 -2.757 0.688
C 0.500 -0.949 -6.154
Cl -0.280 -0.471 -4.651
Cl -0.357 -2.290 -6.933
H 0.595 -0.079 -6.803
H 1.560 -1.182 -6.047
```

Results
E, eV: -79984.83242
F_max, eV/A: 5.09
2S+1: 2
Charge: -1
HOMO level (alpha / beta), Ha: -0.0354 / -0.1671
Frontier orbital gap (alpha / beta), eV: 2.8 / 6.4
Lowest unoccupied orbital energy (alpha / beta), eV: 1.85 / 1.85